Record 1
{"formula": "C4H6N2", "method": "ωB97M-V with the def2-TZVPD basis set", "smiles": "C=C1CNC=N1", "e_tot_ev": -7222.9475, "homo_ev": -7.9, "e_above_lowest_ev": 2.6435, "elements": ["C", "C", "C", "N", "C", "N", "H", "H", "H", "H", "H", "H"], "xyz": [[0.434, 0.968, -1.622], [-0.216, 0.464, -0.544], [0.302, -0.853, -0.121], [0.034, -0.788, 1.311], [-0.841, 0.269, 1.469], [-1.080, 1.004, 0.427], [1.520, 0.876, -1.618], [0.024, 1.626, -2.366], [1.236, -0.777, -0.759], [-0.199, -1.712, -0.584], [0.025, -1.574, 1.946], [-1.238, 0.497, 2.461]], "atomic_forces_ev_per_a": [[-0.40, 0.82, 0.06], [0.22, 0.12, -0.47], [0.21, -0.02, -0.38], [0.49, 0.22, 0.03], [-0.01, -0.04, -0.15], [-0.26, -0.46, -0.14], [-0.34, -0.90, -0.69], [-0.14, 0.87, 0.38], [0.46, -0.92, 1.88], [-0.36, 0.27, 0.07], [0.08, 0.18, -0.24], [0.03, -0.14, -0.34]], "nbo_charge": [-0.502, 0.176, -0.315, -0.607, 0.273, -0.485, 0.204, 0.206, 0.240, 0.206, 0.406, 0.197]}

***

Record 2
{"formula": "C2H6N2O2", "method": "ωB97M-V with the def2-TZVPD basis set", "smiles": "C=NC.O=NO", "e_tot_ev": -9242.6066, "homo_ev": -9.8, "e_above_lowest_ev": 4.7110, "elements": ["C", "N", "C", "H", "H", "H", "H", "H", "O", "N", "O", "H"], "xyz": [[0.200, -1.161, 0.128], [-0.595, -0.182, 0.077], [-1.913, -0.388, -0.453], [1.218, -1.031, 0.563], [0.020, -2.135, -0.263], [-2.255, 0.100, -1.384], [-2.155, -1.418, -0.375], [-2.570, 0.063, 0.253], [3.435, 2.006, 0.798], [2.549, 1.262, 0.700], [1.422, 1.732, -0.003], [0.646, 1.155, -0.043]], "atomic_forces_ev_per_a": [[1.18, 0.87, 0.56], [0.98, 0.31, -0.74], [-0.78, 0.44, 0.44], [-0.79, 0.15, -0.27], [-0.65, -0.91, -0.27], [1.11, -0.37, 0.05], [-0.38, -1.22, -0.71], [-0.67, 0.53, 0.80], [-0.56, 0.88, -0.66], [-1.30, -2.03, 0.33], [2.04, 2.62, -0.33], [-0.17, -1.28, 0.80]], "nbo_charge": [-0.029, -0.439, -0.449, 0.187, 0.152, 0.223, 0.180, 0.211, -0.270, 0.343, -0.615, 0.506]}

***

Record 3
{"formula": "C5H9NO2", "method": "ωB97M-V with the def2-TZVPD basis set", "e_tot_ev": -10909.5237, "homo_ev": [-8.5, -7.9], "e_above_lowest_ev": 7.0519, "elements": ["C", "C", "C", "C", "C", "O", "O", "N", "H", "H", "H", "H", "H", "H", "H", "H", "H"], "xyz": [[0.626, -0.416, 1.155], [1.207, -0.195, -0.827], [0.111, 0.565, -0.234], [-0.978, 0.062, -1.160], [-1.709, -1.047, -0.970], [-0.557, -0.527, 1.910], [1.594, 0.335, 1.843], [0.347, 1.905, -0.070], [-0.682, 0.327, 2.352], [1.534, 1.243, 1.487], [0.987, -1.449, 1.142], [-0.516, 2.424, -0.252], [1.784, 0.387, -1.541], [1.412, -1.255, -0.960], [-1.159, 0.704, -2.016], [-1.432, -1.815, -0.259], [-2.569, -1.246, -1.600]], "atomic_forces_ev_per_a": [[-0.88, 1.09, 3.49], [1.82, 0.80, -2.92], [1.01, -1.25, -2.02], [-1.39, -0.44, 1.62], [0.28, 0.37, -0.54], [0.29, 0.06, 0.06], [-0.58, -0.23, -0.81], [-0.18, -1.14, 0.72], [-0.10, -0.09, -0.16], [-0.01, 0.04, 0.01], [-0.17, 0.32, -1.01], [0.15, -0.17, 0.13], [0.65, 0.18, 0.41], [-0.79, 0.18, 0.65], [-0.09, 0.16, 0.18], [-0.30, 0.31, 0.38], [0.28, -0.19, -0.21]], "nbo_charge": [0.419, -0.244, -0.051, -0.194, -0.390, -0.695, -0.722, -0.666, 0.480, 0.504, 0.193, 0.339, 0.194, 0.208, 0.220, 0.201, 0.204]}

***

What is the formula in the first record? C4H6N2

***

What is the formula in the first record? C4H6N2